Entry 1:
Density functional theory data (ωB97M-V with the def2-TZVPD basis set) for a structure of composition C12H32B2CrF8N2O9 in a non-equilibrium geometry.

The geometry in XYZ format:
```
66
Properties=species:S:1:pos:R:3:forces:R:3
Cr 0.166 0.482 1.823 -2.0927 -1.1442 -1.4803
N 2.238 -4.314 2.120 1.4560 0.6083 1.8273
H 2.083 -5.256 1.767 -0.5107 0.2941 -0.6963
H 3.155 -3.949 1.861 -0.0235 -0.3012 -0.7605
H 2.372 -4.415 3.133 -0.4976 -0.0377 0.1672
H 1.575 -3.544 1.977 -0.6902 -0.5871 -0.6555
N 4.298 0.199 1.885 0.1039 -0.3627 -1.0132
H 5.113 0.428 1.310 0.3220 0.1699 0.3640
H 4.087 -0.781 1.679 -0.2670 -0.1195 0.1587
H 3.531 0.739 1.489 -0.1419 0.0943 0.2651
H 4.440 0.353 2.883 0.0427 0.0997 0.0470
B 1.086 -1.806 -0.432 1.3702 -0.3252 -1.2380
F 0.255 -0.832 0.120 -1.0964 1.3200 0.8075
F 1.071 -1.717 -1.797 -0.2380 -0.1398 0.2222
F 2.399 -1.448 0.031 0.4477 -0.2633 0.3833
F 0.699 -3.046 0.055 0.2563 -0.2691 0.3845
B 1.256 -1.321 3.820 0.1933 -0.4647 1.1325
F 1.449 -1.021 2.402 0.3605 0.9716 -0.8622
F 0.762 -0.137 4.327 -0.5381 0.4461 -0.1426
F 0.393 -2.392 3.804 0.0694 -0.0597 0.2982
F 2.488 -1.613 4.366 0.1120 -0.1890 -0.4269
C -4.480 3.032 2.180 0.6813 0.5274 0.4390
C -3.128 2.463 1.819 -0.0780 -0.2572 -0.0624
O -3.200 2.251 0.369 0.5095 -0.3249 0.3891
C -2.209 1.656 -0.253 -1.8531 -0.0887 0.8782
O -1.166 1.343 0.332 1.3814 -0.0698 0.0170
O -2.593 1.380 -1.481 1.0425 -0.4734 1.1077
C -1.605 0.792 -2.339 0.9002 0.4098 -1.1572
H -4.490 3.022 3.271 -0.4701 0.1502 -0.0078
H -5.271 2.406 1.775 0.0685 -0.1465 0.1430
H -4.638 4.048 1.822 0.1022 0.0005 0.0137
H -2.985 1.572 2.437 -0.2965 -0.7077 -0.9192
H -2.201 2.981 2.074 -0.4081 1.0048 -0.3282
H -0.968 -0.008 -1.962 -0.4610 0.0550 0.7720
H -0.951 1.617 -2.622 -0.0367 -0.1467 -0.2793
H -2.101 0.400 -3.223 -0.2851 0.2756 0.1309
C -2.777 -4.107 1.181 -0.6411 -0.1580 -0.2200
C -1.862 -3.217 1.989 0.4834 -0.8171 -0.6245
O -2.657 -2.452 2.892 0.0191 1.2593 0.0243
C -2.503 -1.132 2.995 -0.6009 -2.4743 1.2673
O -1.611 -0.507 2.449 0.3235 0.8418 -0.2677
O -3.388 -0.615 3.812 0.8324 1.3494 -0.4317
C -4.033 -1.390 4.827 -0.5200 -1.7749 -0.0054
H -2.219 -4.694 0.451 0.1452 -0.0689 0.1830
H -3.550 -3.589 0.611 0.2726 0.4583 0.0147
H -3.353 -4.772 1.826 0.3032 -0.1683 0.0948
H -1.210 -2.608 1.369 -0.3408 0.3340 0.0001
H -1.195 -3.837 2.590 -0.1406 0.0376 0.1991
H -3.339 -1.688 5.613 0.1232 0.6759 0.1107
H -4.364 -2.351 4.430 -0.1856 0.2223 -0.2711
H -4.913 -0.867 5.182 0.3397 0.3901 0.0090
C 3.825 4.988 -6.996 -0.1211 0.7775 -1.8783
C 3.006 3.719 -7.146 0.5452 0.6160 0.6525
O 3.188 3.074 -5.880 0.4555 -0.4925 1.1356
C 2.199 2.472 -5.257 -1.1617 -1.3275 -2.0042
O 1.065 2.399 -5.681 -0.0269 0.2992 0.8564
O 2.682 1.760 -4.245 1.4904 0.2657 1.4444
C 1.861 0.898 -3.479 -1.6819 -0.3220 -1.4046
H 3.445 5.688 -6.254 -0.1843 -0.2172 0.0776
H 3.750 5.471 -7.978 -0.1800 0.3543 0.1374
H 4.907 4.918 -6.891 -0.1003 -0.7489 0.4170
H 3.381 3.053 -7.923 0.1163 0.0134 0.0919
H 1.956 3.919 -7.354 0.0042 0.0303 0.2487
H 1.601 0.028 -4.086 0.2165 -0.1408 -0.0204
H 0.891 1.363 -3.313 0.1656 0.2374 0.3355
H 2.288 0.513 -2.558 0.6142 0.5983 -0.0905
```
Positions in Å, forces in eV/Å.

Computed properties:
- molecular weight (g/mol) = 574.00
- calculated total energy (eV) = -85883.0025
- 2S+1 = 5
- net charge = +2

=====

Entry 2:
Density functional theory data (ωB97M-V with the def2-TZVPD basis set) for a structure of composition C12H32Br4O10P2Pb in a non-equilibrium geometry.

The geometry in XYZ format:
```
61
Properties=species:S:1:pos:R:3:forces:R:3
Pb 0.578 3.590 1.362 0.5567 -1.8478 0.5945
C 1.970 1.022 2.842 -0.5242 0.5632 -1.4873
O 1.737 2.369 3.163 -0.7411 0.8620 -1.3322
H 3.024 0.726 2.777 0.1029 0.1181 0.5774
H 1.387 0.318 3.446 0.2857 -0.0368 0.2715
H 1.626 0.878 1.802 -0.0210 -0.6229 0.0090
C 0.236 1.097 -0.762 -0.2082 -0.3696 0.6947
O 0.601 2.439 -0.637 0.3600 0.5105 1.3507
H 1.030 0.366 -0.991 0.4307 0.4732 -0.2978
H -0.146 0.695 0.190 -0.4173 -0.0438 -0.1232
H -0.527 0.963 -1.538 -0.1376 0.0624 0.0936
Br 3.731 3.200 -4.066 -0.0956 -0.0587 -0.0496
C 3.857 1.600 -2.959 -0.2760 0.1642 0.3050
C 4.121 2.005 -1.520 0.1859 0.8989 0.5205
Br 5.097 0.599 -0.580 -0.0350 0.2025 -0.1015
H 4.678 1.007 -3.349 0.0441 0.1062 -0.0257
H 2.929 1.063 -3.126 0.0177 -0.0692 0.2429
H 3.323 2.289 -0.838 -0.8934 -0.7813 -0.5973
H 4.649 2.960 -1.485 0.9288 -0.5145 -0.2184
Br -1.259 2.329 -4.942 0.0742 -0.5704 0.1772
C 0.023 0.939 -4.409 0.7547 0.6101 -0.4612
C 0.378 0.018 -5.552 -0.9355 -1.2537 -0.6186
Br 2.127 -0.818 -5.270 -0.3898 0.1631 -0.0424
H -0.333 0.369 -3.557 -0.2805 0.1492 -0.0574
H 0.897 1.508 -4.101 -0.0597 0.0549 0.0501
H 0.310 0.327 -6.593 0.6406 1.0947 0.2971
H -0.353 -0.792 -5.624 0.2045 -0.2550 0.5998
C -1.354 -0.325 3.784 0.4945 0.4981 0.1817
O -2.574 0.251 3.283 -0.6508 -0.1766 -0.0768
P -2.735 1.750 2.831 0.1043 -0.4537 -0.4061
O -1.505 2.333 2.275 0.4443 0.4724 -0.2732
O -3.960 1.728 1.817 0.7107 -0.2103 0.3324
C -3.690 1.902 0.434 -0.1059 1.2550 -1.8795
O -3.269 2.548 4.064 -0.2349 0.1969 -0.1658
C -4.302 2.008 4.889 -0.5397 -0.7212 0.1146
H -1.001 -1.085 3.090 -0.0121 0.1465 -0.1476
H -1.495 -0.792 4.757 -0.4731 0.0650 -0.0509
H -0.631 0.479 3.911 0.2173 -0.1887 -0.1542
H -2.689 1.698 0.049 0.0917 -0.8400 0.7149
H -3.769 2.949 0.115 -0.3058 0.1867 0.6903
H -4.439 1.417 -0.188 0.0077 -0.5429 0.4461
H -5.184 1.622 4.368 0.2172 0.3518 -0.6448
H -4.664 2.807 5.527 0.3773 -0.1242 0.3218
H -3.909 1.120 5.383 0.0664 0.3690 0.5931
C 1.896 -5.049 -0.624 -0.5986 -1.6376 0.2840
O 0.788 -4.272 -1.067 -0.2028 0.7327 0.2064
P -0.284 -3.711 -0.015 0.1198 0.4801 -0.4304
O -1.433 -4.539 0.332 0.3170 -0.3278 0.0605
O -0.705 -2.337 -0.703 0.6356 -0.2965 -0.0758
C -1.990 -2.167 -1.304 -0.2062 0.5599 0.3560
O 0.626 -3.292 1.227 -0.8633 0.6453 -0.1600
C 1.549 -2.220 1.071 1.1542 0.7206 -1.3683
H 2.875 -4.691 -0.933 -0.2427 0.5358 -0.0791
H 1.744 -6.045 -1.046 0.2394 0.0416 -0.1521
H 1.839 -5.208 0.452 0.3411 0.2877 0.0521
H -2.392 -3.085 -1.723 0.0425 -0.0545 0.1227
H -1.900 -1.405 -2.077 0.2017 -0.1302 -0.0935
H -2.641 -1.753 -0.534 -0.2736 -0.2620 -0.0988
H 2.137 -2.332 0.149 0.6373 -0.9471 0.4727
H 2.151 -2.151 1.968 0.0890 -0.1006 -0.0784
H 1.220 -1.222 0.757 -1.3711 -0.1405 1.0144
```
Positions in Å, forces in eV/Å.

Computed properties:
- molecular weight (g/mol) = 925.14
- calculated total energy (eV) = -337435.6173
- 2S+1 = 1
- net charge = 0

=====

Entry 3:
Density functional theory data (ωB97M-V with the def2-TZVPD basis set) for a cluster of 3 separate species, C12H32N2O5 in total in a non-equilibrium geometry.

The geometry in XYZ format:
```
51
Properties=species:S:1:pos:R:3:forces:R:3
C -3.079 3.293 2.459 -0.4198 0.4784 0.8856
O -3.151 3.636 3.860 -0.2585 -0.2836 0.1327
C -4.267 3.021 4.533 -0.2889 -0.1031 0.5067
C -4.311 3.315 6.071 1.4233 1.7678 -1.2501
N -4.682 4.677 6.437 0.0244 0.1672 1.1741
C -4.041 4.942 7.773 -1.6130 0.6577 -0.0491
C -4.700 4.227 9.033 1.1536 2.5597 -0.6805
O -5.661 5.147 9.590 1.0177 -0.8370 0.8736
C -6.843 5.275 8.866 -0.1946 -1.3690 -0.1984
H -3.132 2.216 2.296 0.7256 -0.2017 0.1722
H -2.194 3.813 2.095 0.0949 -0.5643 -0.0569
H -3.918 3.648 1.860 -0.3956 0.5165 0.2795
H -4.165 1.938 4.474 -0.1512 -0.2210 -0.3853
H -5.142 3.374 3.986 -0.5076 -0.2580 0.2885
H -3.252 3.376 6.322 0.4662 -1.5088 0.1987
H -4.889 2.725 6.782 0.1920 -0.9423 -0.9126
H -4.273 5.320 5.775 0.1002 0.1533 -0.0935
H -4.224 6.008 7.910 -0.0244 0.0633 0.4622
H -2.954 4.870 7.812 0.2630 -0.6673 -0.3745
H -3.933 4.216 9.807 0.0919 -0.1260 -0.0578
H -4.955 3.182 8.855 -0.9202 0.1153 -0.0182
H -7.631 5.718 9.476 0.3560 0.5580 -0.0789
H -7.159 4.240 8.741 -0.6212 -0.0982 -0.7797
H -6.639 5.747 7.905 -0.5132 0.1427 -0.0388
C 3.577 -8.106 -6.447 -0.9072 0.8084 0.9327
O 3.543 -6.837 -7.156 0.4516 -2.7518 -0.0403
C 3.574 -5.764 -6.279 0.5326 0.8510 0.4459
C 4.509 -4.744 -6.948 -0.9828 0.4649 0.4672
N 4.422 -3.415 -6.295 0.1767 -0.4386 -0.4609
C 5.340 -3.081 -5.191 -0.2703 -1.4466 -1.1560
C 5.149 -1.687 -4.751 -1.3127 -0.1002 0.9549
O 5.810 -0.779 -5.531 1.4671 -1.0367 -0.9985
C 5.408 0.518 -5.274 0.8174 0.0866 -0.4926
H 2.703 -8.139 -5.796 -0.1306 0.2523 0.4703
H 4.453 -8.156 -5.800 0.1998 -0.0347 -0.1501
H 3.435 -9.057 -6.961 0.5276 0.6241 -1.1943
H 4.092 -5.897 -5.328 0.1804 -1.0556 0.3046
H 2.569 -5.529 -5.931 -0.2928 0.8095 -0.6223
H 4.311 -4.728 -8.020 -0.3562 0.5528 0.0393
H 5.452 -5.289 -6.899 0.6394 0.5347 0.2155
H 4.440 -2.670 -6.976 0.1236 -0.0931 -0.1099
H 6.382 -3.216 -5.481 0.3420 -0.0830 0.0231
H 5.129 -3.767 -4.371 0.0334 0.0436 0.1292
H 5.433 -1.635 -3.700 0.2568 0.3733 0.3168
H 4.094 -1.422 -4.815 -0.5389 -0.3106 0.3106
H 6.249 1.072 -5.689 -0.4078 0.7822 0.2417
H 5.329 0.626 -4.192 -0.2845 0.6517 0.0227
H 4.493 0.696 -5.838 -0.2917 0.5181 0.3665
O -0.250 -2.008 -4.095 -0.0236 0.1770 0.1680
H -0.963 -2.370 -4.623 -0.2029 -0.0612 -0.1226
H 0.513 -2.537 -4.329 0.2530 -0.1175 -0.0612
```
Positions in Å, forces in eV/Å.

Computed properties:
- SMILES = COCCNCCOC.COCCNCCOC.O
- molecular weight (g/mol) = 284.40
- calculated total energy (eV) = -26175.5173
- 2S+1 = 1
- net charge = 0